DFT (ωB97M-V with the def2-TZVPD basis set) results for a single C26H32N2O2 molecule.

Computed properties:
E_LUMO	-0.2	eV
energy relative to the best compared isomer or geometry (same formula, charge and spin)	2.5070	eV
orbital gap	7.7	eV
HOMO energy	-0.2885	hartree
SMILES string	CCCN(CCC)C[C@H](O)Cn1cc(/C=C/C(=O)c2ccccc2)c2ccccc21

CARTESIAN COORDINATES (ANGSTROEM)
C -2.06531 -4.59569 -1.31252
C -3.10163 -3.59969 -0.80794
H -3.43013 -3.89132 0.19023
C -2.53923 -2.17737 -0.76871
N -3.56363 -1.22207 -0.39875
C -3.39464 0.09773 -0.94530
H -4.29189 0.67771 -0.71920
C -2.18729 0.90055 -0.39205
O -2.69048 1.85445 0.51418
H -1.96767 2.40106 0.84719
C -1.38897 1.57630 -1.52681
N -0.18587 2.18115 -1.02539
C 0.98262 1.51973 -0.82551
C 1.91970 2.34233 -0.23422
C 3.26219 2.03240 0.13767
C 3.87951 0.84424 -0.00909
C 5.26837 0.67109 0.40902
O 5.95741 1.59286 0.81677
C 5.83010 -0.70464 0.28504
C 7.18236 -0.84066 -0.01969
C 7.75195 -2.09353 -0.14165
C 6.98031 -3.22640 0.06020
C 5.64059 -3.10029 0.38940
C 5.06424 -1.84763 0.49719
H 4.02457 -1.76067 0.77777
H 5.04292 -3.98348 0.56398
H 7.42362 -4.20730 -0.03075
H 8.79911 -2.18921 -0.38862
H 7.77059 0.05381 -0.16187
H 3.37949 0.00216 -0.46151
H 3.83389 2.83256 0.59096
C 1.26426 3.60894 -0.05090
C 1.66705 4.83051 0.48226
C 0.76157 5.86844 0.50762
C -0.53544 5.71301 0.01369
C -0.96181 4.51531 -0.51999
C -0.05132 3.46505 -0.54965
H -1.96824 4.40390 -0.89455
H -1.21793 6.54858 0.05134
H 1.05436 6.82396 0.91617
H 2.66757 4.95949 0.86518
H 1.07902 0.49528 -1.13148
H -2.01076 2.34230 -1.99568
H -1.12006 0.82633 -2.27482
H -1.50517 0.21227 0.13430
H -3.31176 0.00894 -2.03142
C -3.93870 -1.23273 1.00950
H -3.35594 -1.98874 1.54398
C -5.42913 -1.53994 1.17189
C -5.83907 -1.55541 2.63848
H -5.28423 -2.31694 3.18289
H -6.90058 -1.76844 2.73784
H -5.63714 -0.59105 3.09966
H -5.64433 -2.50601 0.71328
H -6.00446 -0.78410 0.63553
H -3.72292 -0.26265 1.47038
H -1.66943 -2.15419 -0.08780
H -2.18277 -1.91904 -1.76972
H -3.97493 -3.60571 -1.46126
H -1.18889 -4.59627 -0.66738
H -2.47882 -5.60092 -1.32834
H -1.74679 -4.34031 -2.32104


DFT (ωB97M-V with the def2-TZVPD basis set) results for 2 unconnected molecules or ions with the total composition C7H10F3O6S in a non-equilibrium geometry.

Computed properties:
E_LUMO	3.0	eV
orbital gap	7.8	eV
HOMO energy	-0.1758	hartree
total charge	-1

CARTESIAN COORDINATES (ANGSTROEM)
O 3.45445 -0.59344 2.21851
S 2.90701 0.62829 1.81670
O 3.36224 1.80124 2.46052
O 2.79225 0.80223 0.25667
C 1.40569 1.06937 -0.17129
C 0.56440 1.25032 1.08546
C -0.76492 0.50828 1.12105
C -1.92866 1.32023 0.54002
C -3.24640 0.56347 0.79424
F -3.07943 -0.64224 1.30521
F -4.00744 1.23803 1.66449
F -3.92868 0.41540 -0.33762
O 1.32917 0.53584 2.10355
H 1.50744 1.92522 -0.82812
H 1.08766 0.16709 -0.68978
H 0.55863 2.27029 1.48241
H -0.95997 0.34796 2.18325
H -0.64698 -0.47741 0.67531
H -2.02946 2.26358 1.07433
H -1.78742 1.45614 -0.52969
C 0.34453 -3.03690 -2.71099
C 0.67632 -1.55460 -2.45706
O -0.21602 -0.87544 -1.87932
O 1.79671 -1.17680 -2.84820
H -0.64992 -3.29069 -2.34105
H 0.38209 -3.24528 -3.78200
H 1.07673 -3.67020 -2.20659


DFT (ωB97M-V with the def2-TZVPD basis set) results for a molecular structure, C19H15Cl3N5O5STi in a non-equilibrium geometry.

Computed properties:
E_LUMO (spin up / spin down)	2.6 / 2.7	eV
energy relative to the best compared isomer or geometry (same formula, charge and spin)	0.6251	eV
orbital gap (spin up / spin down)	5.2 / 5.3	eV
HOMO energy (spin up / spin down)	-0.0953 / -0.0960	hartree
total charge	-1

CARTESIAN COORDINATES (ANGSTROEM)
Ti -0.00812 -0.21016 -0.18539
N 0.14318 -5.39530 -3.98263
C 0.83874 -4.25221 -3.59914
C 2.18964 -4.32151 -3.26792
C 2.85761 -3.20008 -2.80200
C 2.18327 -1.99331 -2.68290
C 0.84272 -1.90631 -3.04682
C 0.17434 -3.02936 -3.48578
S 3.05832 -0.61637 -2.04515
O 4.31689 -1.10226 -1.54879
O 3.05908 0.44187 -3.02268
N 2.07628 -0.18752 -0.81585
C 2.49819 0.16214 0.40999
N 1.44405 0.23535 1.26435
C 1.63216 0.56734 2.53228
C 2.89339 0.84003 3.01209
C 3.91320 0.79076 2.05382
N 3.75873 0.48573 0.78305
H 0.69730 -6.12963 -4.39039
H -0.72270 -5.23681 -4.47065
H 2.71316 -5.26778 -3.34266
H 3.89427 -3.26707 -2.50588
H 0.29823 -0.97508 -2.96415
H -0.88256 -2.96233 -3.71511
H 0.74024 0.61686 3.14848
H 3.07733 1.10806 4.03972
H 4.92899 1.03945 2.35704
Cl -4.45913 -5.80671 -0.91309
C -3.14064 -4.66899 -0.61985
C -2.07664 -5.07327 0.19238
C -1.06013 -4.16360 0.40376
C -1.08550 -2.89087 -0.15484
O -0.06923 -2.04171 0.12095
C -2.16036 -2.47910 -0.99104
C -2.25378 -1.21407 -1.62118
O -1.30644 -0.31017 -1.52573
C -3.19453 -3.43219 -1.19523
H -2.05740 -6.05911 0.63291
H -0.20742 -4.42292 1.01929
H -3.12198 -0.96791 -2.22398
H -4.03749 -3.16579 -1.82128
Cl 0.35516 2.52026 -0.94984
C 0.84858 2.75018 -2.64516
Cl -0.37028 2.25029 -3.81257
H 1.74191 2.15232 -2.79815
H 1.00971 3.81616 -2.74493
O -1.71911 2.63522 2.28206
C -1.58078 1.61652 1.67639
N -1.42844 0.60278 1.07276


DFT (ωB97M-V with the def2-TZVPD basis set) results for 12 unconnected molecules or ions with the total composition C33H90O12 in a non-equilibrium geometry.

Computed properties:
E_LUMO	0.5	eV
energy relative to the best compared isomer or geometry (same formula, charge and spin)	0.0000	eV
orbital gap	10.0	eV
HOMO energy	-0.3499	hartree
SMILES string	CC(C)O.CC(C)O.CC(C)O.CC(C)O.CC(C)O.CC(C)O.CC(C)O.CC(C)O.CC(C)O.CC(C)O.CC(C)O.O

CARTESIAN COORDINATES (ANGSTROEM)
C 0.69356 0.63476 0.87009
C 0.53288 0.83233 -0.63537
C -0.88344 0.48262 -1.12947
O 0.81769 2.17373 -1.00444
H -0.14533 1.04593 1.42942
H 1.65100 0.99033 1.24767
H 0.71938 -0.44038 1.08271
H 1.26703 0.22062 -1.17200
H -1.10367 -0.54382 -0.81743
H -0.98345 0.52738 -2.21168
H -1.57814 1.16480 -0.63852
H 1.52226 2.16504 -1.67821
C 1.43222 0.56572 6.60530
C 1.86959 -0.04757 5.25583
C 2.81606 0.82474 4.47663
O 2.61767 -1.24795 5.52098
H 0.80568 -0.12106 7.17551
H 0.98700 1.55939 6.53839
H 2.30290 0.75688 7.24297
H 0.93725 -0.27370 4.72996
H 2.36284 1.81673 4.45940
H 2.89418 0.34456 3.50216
H 3.76591 0.86628 5.00444
H 2.11841 -1.92292 5.99519
C -3.60398 -2.80906 1.19379
C -3.21295 -3.39806 -0.15967
C -1.74345 -3.74692 -0.32173
O -3.90582 -4.62892 -0.40500
H -4.59424 -2.35423 1.18300
H -2.90854 -2.00128 1.43947
H -3.43378 -3.52777 1.99584
H -3.48387 -2.71812 -0.97671
H -1.13235 -2.84300 -0.34484
H -1.56540 -4.21445 -1.29570
H -1.39275 -4.53558 0.34431
H -4.84177 -4.46453 -0.24217
C 3.75366 4.45352 -0.52469
C 2.54610 5.17120 0.06359
C 2.74772 6.69003 0.04312
O 1.37858 4.91820 -0.69646
H 3.86883 4.50486 -1.60899
H 3.77158 3.40385 -0.22059
H 4.73097 4.84413 -0.21561
H 2.43054 4.87956 1.11358
H 1.87362 7.20909 0.42809
H 3.03001 6.97267 -0.97308
H 3.61371 6.96152 0.65200
H 1.24406 3.95286 -0.71998
C 4.47312 0.14640 0.59865
C 4.62153 -1.35012 0.39337
C 5.43441 -2.03122 1.49629
O 3.32069 -1.92422 0.29871
H 4.12682 0.56614 -0.35146
H 5.48465 0.56954 0.64446
H 3.87253 0.52063 1.42158
H 5.18861 -1.50960 -0.52599
H 5.19336 -3.09466 1.47511
H 5.14048 -1.66341 2.48274
H 6.49501 -1.84932 1.33014
H 2.91832 -1.97365 1.17591
C -0.29870 -3.27861 3.04620
C 1.17366 -3.66163 2.88436
C 1.42795 -4.27314 1.49455
O 1.94895 -2.48139 2.97700
H -0.93262 -4.13020 2.78735
H -0.53758 -2.47951 2.34343
H -0.51465 -2.97039 4.07079
H 1.48441 -4.40196 3.63133
H 0.94664 -3.57963 0.80276
H 0.90452 -5.21954 1.36247
H 2.50772 -4.37973 1.42921
H 2.02027 -2.18403 3.89851
C -4.37822 -3.56005 -4.62216
C -3.97408 -2.53266 -3.58789
C -2.55577 -1.96710 -3.83016
O -4.89194 -1.44545 -3.61119
H -5.20275 -4.21018 -4.32190
H -3.58525 -4.25870 -4.91239
H -4.67627 -3.17124 -5.60156
H -3.97802 -2.97110 -2.59035
H -2.43613 -1.67787 -4.87919
H -1.71808 -2.63247 -3.61770
H -2.42664 -1.06795 -3.22833
H -4.80436 -1.05386 -4.48798
C 0.09544 4.46668 -4.18851
C 1.26774 4.91096 -5.04967
C 2.16514 5.92098 -4.32288
O 2.02092 3.77246 -5.46479
H -0.47073 3.63810 -4.61494
H -0.60078 5.29679 -4.08313
H 0.48860 4.14429 -3.22473
H 0.90163 5.46193 -5.92118
H 2.99499 6.26147 -4.94397
H 2.53720 5.55751 -3.36198
H 1.62606 6.81739 -4.00252
H 2.78488 3.97295 -6.01158
C -7.11616 1.37035 0.13788
C -5.81047 0.81042 0.66038
C -4.56135 1.12761 -0.15686
O -5.57545 1.11114 2.03136
H -7.25203 2.43433 0.35471
H -7.95535 0.87325 0.63151
H -7.24125 1.30985 -0.94278
H -5.87379 -0.28432 0.59216
H -4.16900 2.13802 -0.05458
H -4.67114 0.87156 -1.21230
H -3.81116 0.39316 0.15443
H -6.19372 0.59990 2.56417
C -1.33326 1.79776 4.12461
C -2.46599 1.25360 3.26224
C -2.79925 -0.20297 3.60924
O -3.58814 2.06533 3.51430
H -1.21114 2.87417 4.01245
H -0.38399 1.34917 3.81032
H -1.42311 1.53897 5.18158
H -2.14310 1.38960 2.22283
H -2.01194 -0.93017 3.40168
H -3.61361 -0.54382 2.96206
H -3.19945 -0.29210 4.61907
H -4.34926 1.77377 2.95396
C 1.21570 -2.68206 -2.48094
C 2.47298 -3.54509 -2.70762
C 2.62271 -3.97970 -4.14953
O 3.60939 -2.73973 -2.42891
H 1.28848 -2.22704 -1.49051
H 0.30451 -3.27945 -2.53137
H 1.20651 -1.88149 -3.22258
H 2.39432 -4.42667 -2.06120
H 3.50772 -4.61268 -4.23212
H 2.68785 -3.14797 -4.84977
H 1.77829 -4.59775 -4.46805
H 3.44164 -2.37237 -1.54728
O 2.58838 2.28162 -3.14895
H 2.48699 2.80426 -3.97308
H 2.97394 1.44387 -3.43045


Copy entry 2 word for word.
DFT (ωB97M-V with the def2-TZVPD basis set) results for 2 unconnected molecules or ions with the total composition C7H10F3O6S in a non-equilibrium geometry.

Computed properties:
E_LUMO	3.0	eV
orbital gap	7.8	eV
HOMO energy	-0.1758	hartree
total charge	-1

CARTESIAN COORDINATES (ANGSTROEM)
O 3.45445 -0.59344 2.21851
S 2.90701 0.62829 1.81670
O 3.36224 1.80124 2.46052
O 2.79225 0.80223 0.25667
C 1.40569 1.06937 -0.17129
C 0.56440 1.25032 1.08546
C -0.76492 0.50828 1.12105
C -1.92866 1.32023 0.54002
C -3.24640 0.56347 0.79424
F -3.07943 -0.64224 1.30521
F -4.00744 1.23803 1.66449
F -3.92868 0.41540 -0.33762
O 1.32917 0.53584 2.10355
H 1.50744 1.92522 -0.82812
H 1.08766 0.16709 -0.68978
H 0.55863 2.27029 1.48241
H -0.95997 0.34796 2.18325
H -0.64698 -0.47741 0.67531
H -2.02946 2.26358 1.07433
H -1.78742 1.45614 -0.52969
C 0.34453 -3.03690 -2.71099
C 0.67632 -1.55460 -2.45706
O -0.21602 -0.87544 -1.87932
O 1.79671 -1.17680 -2.84820
H -0.64992 -3.29069 -2.34105
H 0.38209 -3.24528 -3.78200
H 1.07673 -3.67020 -2.20659